Record 1
Entry from the Open Molecules 2025 dataset: one molecule with the formula C22H25N3O2 at a distorted geometry (wB97M-V/def2-TZVPD).

Its SMILES is CCCCOc1ccc(/C=C/C(=O)NCCc2nc3ccccc3[nH]2)cc1. The spin multiplicity is 1. The value obtained for the total energy is -31769.0429 eV. The calculation puts the HOMO energy at -0.28228 hartree.

Element x y z (Å)
C  5.4515  -2.8990  0.8232
C  5.7149  -1.4173  1.0034
C  4.7960  -0.4862  0.0949
C  4.8541  0.8894  0.3577
O  4.0000  1.5318  -0.6037
C  2.5826  1.6786  -0.1726
C  1.7979  2.2932  -1.0392
C  0.5015  2.5474  -1.2110
C  -0.2072  2.0186  -0.0805
C  0.6461  1.3202  0.9916
C  1.9185  1.4483  0.9076
H  2.4163  0.8444  1.5728
H  0.1429  0.7614  1.7528
C  -1.5752  2.1315  0.0835
C  -2.4244  1.5712  0.8772
C  -3.9231  1.4535  0.8593
O  -4.3649  1.8298  -0.1794
N  -4.5843  0.6590  1.7117
H  -3.8941  0.3078  2.2428
C  -5.7666  0.0813  1.2919
H  -6.5023  -0.0541  1.9018
H  -6.2803  0.7559  0.5420
C  -5.3900  -1.2554  0.6797
C  -4.1321  -1.2636  0.1000
N  -2.9567  -1.5653  0.2100
C  -1.8827  -1.3761  -0.4499
C  -0.5797  -1.7662  -0.3771
C  0.2063  -0.9300  -1.4480
C  -0.4908  -0.4736  -2.3920
C  -1.7420  -0.2906  -2.5206
C  -2.5340  -0.6259  -1.5982
N  -3.9238  -0.7452  -1.4183
H  -4.5582  -0.1749  -1.7934
H  -2.2470  0.1317  -3.4526
H  0.1937  -0.1312  -3.2871
H  1.2847  -1.0056  -1.3569
H  -0.1167  -2.0788  0.2954
H  -5.2877  -2.0586  1.7124
H  -6.1890  -1.6675  -0.0335
H  -2.1681  1.2890  2.0232
H  -1.9912  2.3746  -0.6781
H  -0.1815  3.0952  -1.6247
H  2.3119  2.7842  -2.0279
H  4.5707  1.0119  1.4687
H  5.7118  1.2956  0.0635
H  3.7552  -0.9321  0.2871
H  4.9411  -0.8792  -0.8871
H  5.4716  -1.3484  2.0951
H  6.6245  -1.0215  0.7205
H  4.2471  -3.1480  0.9828
H  5.6630  -3.0785  -0.3464
H  6.0897  -3.4327  1.3255

Results of the Löwdin charge analysis, in e, for atoms 1 through 2: number 1, C, carries -0.119; number 2, C, carries -0.257

Record 2
Entry from the Open Molecules 2025 dataset: one molecule with the formula C22H25N3O3 at a distorted geometry (wB97M-V/def2-TZVPD).

Its SMILES is [H]/N=c1\c2c(ncn1CCCO)OC1=C(C(=O)CC(C)(C)C1)[C@H]2c1ccccc1. The spin multiplicity is 1. The value obtained for the total energy is -33833.2914 eV. The calculation puts the HOMO energy at -0.31047 hartree.

Element x y z (Å)
C  -0.6751  5.7115  -0.4205
H  0.0522  6.3852  0.0258
H  -1.6372  5.8827  0.0568
H  -0.7670  5.9585  -1.4758
C  -0.2380  4.2573  -0.2352
C  -0.1082  3.9550  1.2593
H  -1.0609  4.1063  1.7620
H  0.6261  4.6162  1.7133
H  0.2125  2.9295  1.4263
C  1.1022  4.0244  -0.9369
C  1.5628  2.5817  -0.9037
O  2.7406  2.2867  -0.9292
C  0.5072  1.5691  -0.8934
C  -0.7921  1.9127  -0.9140
O  -1.8099  1.0194  -0.9798
C  -1.4915  -0.2919  -1.1606
C  -0.2222  -0.7718  -1.1233
C  -0.0044  -2.1937  -1.3105
N  1.0898  -2.8462  -1.2750
H  1.9085  -2.2768  -1.1006
N  -1.1740  -2.9294  -1.5518
C  -2.3721  -2.3267  -1.5689
N  -2.5851  -1.0710  -1.3929
H  -3.2331  -2.9559  -1.7519
C  -1.0427  -4.3624  -1.7129
H  -0.1792  -4.5358  -2.3591
C  -0.7979  -5.0642  -0.3767
H  0.1275  -4.6709  0.0488
H  -0.6641  -6.1307  -0.5629
C  -1.9482  -4.8738  0.6146
O  -1.7471  -5.5899  1.8073
H  -0.9140  -5.3074  2.2017
H  -2.8804  -5.2649  0.1976
H  -2.0869  -3.8032  0.8303
H  -1.9507  -4.7410  -2.1866
C  0.9456  0.1233  -0.8062
C  1.4551  -0.1501  0.5969
C  2.8049  -0.3578  0.8394
C  3.2555  -0.5872  2.1274
C  2.3614  -0.6126  3.1839
C  1.0133  -0.4013  2.9488
C  0.5632  -0.1689  1.6620
H  -0.4911  -0.0014  1.4851
H  0.3104  -0.4145  3.7693
H  2.7133  -0.7928  4.1890
H  4.3088  -0.7454  2.3061
H  3.5070  -0.3214  0.0198
H  1.7663  -0.0421  -1.5162
C  -1.2722  3.3274  -0.8820
H  -2.2221  3.3566  -0.3444
H  -1.4706  3.6538  -1.9083
H  1.8879  4.6430  -0.4998
H  1.0162  4.3029  -1.9923

Results of the Löwdin charge analysis, in e, for atoms 1 through 2: number 1, C, carries -0.046; number 2, H, carries 0.087

Record 3
Entry from the Open Molecules 2025 dataset: one molecule with the formula C22H25N3O7 at a distorted geometry (wB97M-V/def2-TZVPD).

Its SMILES is COCc1c(C(=O)OCC(=O)c2c(N)n(CC(C)C)c(=O)n(C)c2=O)oc2ccccc12. The spin multiplicity is 1. The value obtained for the total energy is -42024.2126 eV. The calculation puts the HOMO energy at -0.31700 hartree.

Element x y z (Å)
C  -6.1216  -1.0908  -0.3965
H  -7.1726  -0.8775  -0.5813
O  -5.7864  -0.4349  0.8007
C  -4.4662  -0.6966  1.2275
C  -3.4336  -0.0751  0.3408
C  -2.3284  -0.6648  -0.2165
C  -1.8018  -2.0198  -0.0370
O  -2.2918  -2.8594  0.6760
O  -0.7006  -2.2059  -0.7820
C  0.1492  -3.2731  -0.4003
C  1.5916  -2.8021  -0.4612
O  2.4335  -3.5464  -0.9617
C  1.8745  -1.4552  -0.0166
C  3.0468  -0.8192  -0.4580
N  4.0007  -1.5206  -1.0684
H  4.7527  -1.0768  -1.5638
H  3.7509  -2.5043  -1.2355
N  3.2143  0.5181  -0.2653
C  2.2437  1.3091  0.3598
O  2.3530  2.5127  0.4102
N  1.2018  0.6428  0.9297
C  0.9686  -0.7377  0.8531
O  0.0841  -1.2275  1.5261
C  0.2640  1.4602  1.6812
H  -0.4575  0.7912  2.1445
H  0.7991  2.0281  2.4414
H  -0.2401  2.1576  1.0115
C  4.4271  1.2046  -0.6851
H  4.1941  2.2716  -0.6423
H  4.6570  0.9493  -1.7241
C  5.6234  0.9178  0.2354
C  5.3017  1.3328  1.6686
H  6.1720  1.1929  2.3048
H  5.0088  2.3793  1.7043
H  4.4877  0.7349  2.0732
C  6.8417  1.6751  -0.2864
H  7.7083  1.4673  0.3354
H  6.6560  2.7462  -0.2689
H  7.0768  1.3830  -1.3078
H  5.8441  -0.1553  0.2288
H  -0.1100  -3.5957  0.6165
H  0.0288  -4.1185  -1.0862
O  -1.5983  0.2197  -0.9584
C  -2.2461  1.4014  -0.8928
C  -1.8791  2.6025  -1.4835
C  -2.7068  3.6852  -1.2672
C  -3.8653  3.5814  -0.4910
C  -4.2304  2.3929  0.0995
C  -3.4063  1.2853  -0.0994
H  -5.1249  2.3010  0.6945
H  -4.4819  4.4573  -0.3559
H  -2.4549  4.6374  -1.7091
H  -0.9850  2.6772  -2.0816
H  -4.3958  -0.2548  2.2268
H  -4.2801  -1.7756  1.2988
H  -5.5227  -0.7247  -1.2391
H  -5.9759  -2.1738  -0.3064

Results of the Löwdin charge analysis, in e, for atoms 1 through 2: number 1, C, carries -0.100; number 2, H, carries 0.090

Record 4
Entry from the Open Molecules 2025 dataset: one molecule with the formula C22H25N5O2S at a distorted geometry (wB97M-V/def2-TZVPD).

Its SMILES is COc1ccc(-n2c(SCC(=O)N3CCCC[C@H]3C)nnc2-c2cccnc2)cc1. The spin multiplicity is 1. The value obtained for the total energy is -45600.6026 eV. The calculation puts the HOMO energy at -0.30090 hartree.

Element x y z (Å)
C  -5.9504  -3.6589  -1.2839
H  -5.6695  -3.2885  -2.2748
O  -5.9311  -2.6297  -0.3232
C  -4.7584  -1.9931  -0.0734
C  -4.8126  -0.9818  0.8900
C  -3.6821  -0.2716  1.2245
C  -2.4785  -0.5610  0.5907
C  -2.4105  -1.5631  -0.3655
C  -3.5470  -2.2779  -0.6973
H  -3.4724  -3.0513  -1.4443
H  -1.4682  -1.7769  -0.8483
N  -1.3093  0.1529  0.9229
C  -0.1520  -0.3843  1.4004
N  0.7482  0.5462  1.5895
N  0.1988  1.7128  1.2404
C  -1.0304  1.4966  0.8428
C  -1.9202  2.5365  0.3684
C  -1.7446  3.8430  0.8289
C  -2.5868  4.8349  0.3641
C  -3.5769  4.4865  -0.5446
N  -3.7341  3.2584  -1.0080
C  -2.9272  2.3109  -0.5721
H  -3.0850  1.3321  -1.0046
H  -4.2724  5.2214  -0.9280
H  -2.4821  5.8548  0.7003
H  -0.9559  4.0484  1.5364
S  0.0728  -2.0786  1.7052
C  1.8497  -2.0762  1.3198
H  2.1705  -3.1184  1.3360
H  2.3534  -1.5060  2.0935
C  2.0148  -1.4934  -0.0838
O  1.1113  -1.5865  -0.8978
N  3.1860  -0.9037  -0.3704
C  4.2893  -0.7446  0.5681
H  4.3574  -1.6701  1.1537
C  4.0702  0.4355  1.5278
H  4.4702  1.3559  1.1162
H  4.5738  0.2431  2.4722
H  3.0090  0.5893  1.7156
C  5.5939  -0.6087  -0.2221
C  5.5980  0.6091  -1.1549
C  4.1832  0.9189  -1.6560
C  3.3525  -0.3523  -1.7061
H  3.8308  -1.0959  -2.3557
H  2.3535  -0.1532  -2.1004
H  3.6848  1.6276  -0.9943
H  4.2212  1.3637  -2.6508
H  6.2546  0.3971  -2.0004
H  6.0065  1.4809  -0.6427
H  6.4235  -0.5451  0.4830
H  5.7317  -1.5193  -0.8086
H  -3.7253  0.5082  1.9703
H  -5.7583  -0.7756  1.3645
H  -5.2894  -4.4842  -1.0016
H  -6.9790  -4.0149  -1.3116

Results of the Löwdin charge analysis, in e, for atoms 1 through 2: number 1, C, carries -0.085; number 2, H, carries 0.097

Asked for frontier orbital gap across the records above, the calculation gives 0.284, 0.321, 0.327, 0.325 hartree in order.